17 unconnected molecules or ions with the total composition C38H96O17, computed with ωB97M-V/def2-TZVPD.

Properties
- LUMO energy (eV) = 0.5
- ΔE to the lowest compared entry with this formula, charge and spin (kJ/mol) = 52.0
- total energy (eV) = -75761.6206

Structure (ORCA input):
```
! wB97M-V def2-TZVPD RIJCOSX def2/J DEFGRID3
* xyz 0 1
C 12.031 20.360 16.284
O 12.214 19.564 15.138
H 11.698 21.388 15.960
H 11.259 19.884 16.918
H 12.974 20.335 16.802
H 11.476 19.717 14.478
C 12.453 14.131 15.799
O 11.907 14.345 14.527
H 12.058 13.217 16.193
H 13.586 13.908 15.656
H 12.350 15.006 16.524
H 12.402 15.056 14.064
C 16.998 15.025 9.473
O 16.958 13.610 9.686
H 17.330 15.512 10.373
H 17.806 15.182 8.747
H 16.070 15.418 9.176
H 16.806 13.452 10.636
C 7.389 13.575 11.908
O 7.676 14.320 13.050
H 8.169 12.987 11.469
H 6.652 12.787 12.231
H 6.892 14.160 11.084
H 7.924 13.727 13.792
C 9.098 12.866 16.332
O 9.154 13.779 15.161
H 8.004 12.682 16.410
H 9.601 11.920 16.158
H 9.444 13.315 17.275
H 10.054 14.052 14.951
C 13.519 15.382 7.828
O 12.574 16.439 7.578
H 13.075 14.472 7.541
H 14.450 15.562 7.317
H 13.752 15.390 8.921
H 12.994 17.303 7.616
C 15.874 11.697 7.348
O 15.009 12.449 8.118
H 15.815 10.632 7.610
H 15.667 11.809 6.281
H 16.918 11.992 7.553
H 15.642 12.943 8.747
C 14.548 16.922 15.023
O 13.138 16.823 15.079
H 14.893 16.999 16.043
H 14.940 16.012 14.526
H 15.006 17.771 14.430
H 12.771 17.663 15.295
C 9.744 16.869 15.712
O 8.518 16.278 15.437
H 9.801 17.643 16.445
H 10.485 16.093 16.003
H 10.212 17.364 14.823
H 8.556 15.295 15.397
C 6.560 18.313 13.805
O 6.360 17.460 12.693
H 7.536 18.485 14.066
H 6.035 19.256 13.506
H 6.028 17.915 14.667
H 6.891 16.621 12.728
C 15.158 10.213 10.291
C 14.531 8.770 10.087
C 15.265 8.029 11.188
O 16.588 8.569 11.160
C 16.497 9.950 10.829
H 14.472 10.594 11.101
H 15.113 10.950 9.498
H 14.696 8.284 9.176
H 13.472 8.701 10.298
H 15.256 6.979 10.877
H 14.688 8.126 12.131
H 17.284 10.255 10.150
H 16.722 10.551 11.767
C 15.766 20.258 9.126
C 14.741 19.877 10.292
C 14.145 18.604 9.640
O 14.051 18.838 8.237
C 15.150 19.663 7.816
H 16.706 19.819 9.431
H 15.909 21.320 9.007
H 13.891 20.544 10.358
H 15.147 19.641 11.251
H 13.178 18.209 9.939
H 14.867 17.760 9.742
H 14.764 20.494 7.254
H 15.933 19.026 7.328
C 12.282 9.956 13.029
C 11.069 10.523 12.292
C 10.309 11.320 13.372
O 10.682 10.664 14.624
C 11.895 10.002 14.510
H 13.168 10.593 12.883
H 12.434 8.896 12.686
H 10.430 9.652 12.119
H 11.217 11.069 11.313
H 9.235 11.148 13.274
H 10.555 12.437 13.537
H 11.792 9.012 14.982
H 12.668 10.592 14.966
C 10.099 12.099 7.060
C 10.783 10.697 6.575
C 11.745 10.380 7.750
O 11.073 10.970 8.885
C 10.643 12.242 8.490
H 9.049 12.164 7.032
H 10.522 12.924 6.403
H 11.271 10.790 5.580
H 10.026 9.933 6.520
H 12.732 10.824 7.558
H 11.738 9.292 7.901
H 11.529 12.925 8.407
H 9.979 12.658 9.219
C 15.267 12.502 13.901
C 16.576 12.921 14.532
C 17.312 13.431 13.293
O 16.370 13.806 12.286
C 15.039 13.597 12.814
H 14.352 12.352 14.551
H 15.508 11.525 13.335
H 17.167 12.059 14.959
H 16.308 13.697 15.267
H 17.921 12.614 12.879
H 17.986 14.240 13.505
H 14.457 13.245 11.988
H 14.667 14.500 13.242
C 9.322 20.474 11.114
C 10.883 20.789 10.780
C 11.465 20.974 12.142
O 10.704 20.075 13.027
C 9.287 20.210 12.616
H 8.926 19.549 10.620
H 8.704 21.294 10.778
H 11.013 21.612 10.054
H 11.288 19.924 10.330
H 11.380 21.980 12.532
H 12.540 20.679 12.135
H 8.815 21.059 13.128
H 8.867 19.306 12.934
C 10.148 16.550 11.796
C 10.395 15.375 10.863
C 11.698 14.842 11.397
O 12.381 15.821 12.157
C 11.597 17.032 11.979
H 9.745 16.104 12.697
H 9.334 17.277 11.449
H 10.416 15.620 9.784
H 9.611 14.638 10.971
H 12.358 14.476 10.605
H 11.549 13.987 12.005
H 11.928 17.483 11.087
H 11.654 17.643 12.894
*
```

Atom charges from the Mulliken analysis, given in e for atoms 1 to 8: number 1, C, carries -0.730; number 2, O, carries -0.342; number 3, H, carries 0.245; number 4, H, carries 0.227; number 5, H, carries 0.275; number 6, H, carries 0.497; number 7, C, carries -0.763; number 8, O, carries 1.828